DFT (ωB97M-V/def2-TZVPD) results for C16H12BrN11O2V as an isolated structure at a distorted geometry.

Gap between HOMO and LUMO (spin up / spin down) (eV): 5.9 / 6.0
⟨S²⟩: 3.7563
Spin multiplicity: 4
LUMO (spin up / spin down) (eV): -1.5 / -1.5
ΔE to the lowest compared entry with this formula, charge and spin (kJ/mol): 36.2
HOMO level (spin up / spin down) (eV): -7.472 / -7.527
Net charge: 0
Maximum force (hartree/bohr): 0.070

Each line ends with the Löwdin charge.
Element x y z (Å)
V1 0.004077 2.510767 -0.033018  1.02
N1 2.909635 4.564460 -0.014078  0.13
C1 3.087575 3.211887 0.064615  -0.43
N2 4.294689 2.619798 -0.016820  0.03
N3 3.996270 1.314683 -0.118013  -0.11
N4 2.710009 1.116398 -0.036847  -0.11
N5 2.091973 2.280548 0.026866  -0.12
C2 1.723910 5.188640 0.065769  -0.46
N6 1.469576 6.483926 -0.108880  0.02
N7 0.153897 6.628300 -0.018046  -0.08
N8 -0.405283 5.449310 0.017053  -0.10
N9 0.564090 4.504838 0.117885  -0.12
H1 3.753786 5.167421 -0.051310  0.17
C3 -2.903212 3.325747 0.130701  -0.04
O1 -2.078748 2.233603 -0.274846  -0.24
C4 -2.584701 0.894229 -0.174396  -0.12
C5 -3.926093 0.537040 -0.001025  -0.06
C6 -4.135026 -0.842005 -0.018594  -0.65
Br1 -6.007138 -1.245272 0.117365  0.73
C7 -3.175710 -1.870378 0.009644  -0.03
C8 -1.797397 -1.406146 -0.051529  -0.04
C9 -1.493486 -0.001034 -0.053962  -0.28
O2 -0.251318 0.378597 -0.027142  -0.16
C10 -0.726629 -2.382097 0.005512  -0.13
N10 0.604161 -2.119648 0.114589  0.22
C11 1.348832 -3.297061 0.035138  -0.16
C12 2.731974 -3.483570 -0.053645  0.00
C13 3.191069 -4.792889 -0.010614  -0.05
C14 2.265382 -5.949758 -0.020782  -0.05
C15 0.896780 -5.701038 0.043216  -0.02
C16 0.432260 -4.353214 0.105160  -0.13
N11 -0.851275 -3.739987 0.095621  0.19
H2 -3.817058 2.961350 0.563505  0.08
H3 -3.384907 3.948132 -0.659948  0.12
H4 -2.139290 3.967142 0.567241  0.06
H5 -4.749138 1.234322 0.101500  0.10
H6 -3.465276 -2.890058 -0.099444  0.09
H7 0.877809 -1.174735 0.024728  0.11
H8 3.389645 -2.568340 -0.067103  0.15
H9 4.251784 -5.009933 0.026372  0.10
H10 2.648849 -6.952560 -0.131398  0.10
H11 0.183167 -6.528251 -0.045263  0.11
H12 -1.689510 -4.213180 -0.145792  0.15

Cartesian forces (eV/Å) of the 6 atoms listed first:
V 1.8 -0.9 0.0
N 2.1 1.1 0.4
C 0.5 -1.4 -0.7
N -1.6 0.4 -0.1
N -0.4 -0.4 0.7
N 1.2 -1.1 -0.6

=====

DFT (ωB97M-V/def2-TZVPD) results for one molecule with the formula C2H6N2O at a distorted geometry.

Gap between HOMO and LUMO (eV): 10.4
SMILES: C/N=C\NO
LUMO (eV): 1.0
ΔE to the lowest compared entry with this formula, charge and spin (kJ/mol): 478.2
HOMO level (eV): -9.474
Net charge: 0
Maximum force (hartree/bohr): 0.128

Each line ends with the Löwdin charge.
Element x y z (Å)
C1 -1.583251 -0.486819 -0.039039  -0.20
N1 -1.225019 0.882289 -0.075333  -0.05
C2 0.021931 1.078108 -0.088078  -0.17
N2 1.190455 -0.002924 0.155419  -0.10
O1 2.549341 0.053955 -0.200213  -0.08
H1 -0.921390 -1.078341 -0.684024  0.05
H2 -2.709144 -0.604418 -0.432060  0.11
H3 -1.663440 -0.826639 1.106050  0.13
H4 0.585888 2.062214 0.152205  0.13
H5 0.819449 -0.844958 -0.492419  0.13
H6 2.935176 -0.232467 0.597489  0.06

Cartesian forces (eV/Å) of the 6 atoms listed first:
C -3.8 -1.6 1.0
N 2.2 0.6 0.0
C 4.5 1.4 1.9
N -5.2 -3.2 -2.4
O -0.9 2.0 -1.8
H -0.5 -0.5 0.5

=====

DFT (ωB97M-V/def2-TZVPD) results for a 5-piece molecular cluster, CH12N2O4 overall at a distorted geometry.

Gap between HOMO and LUMO (eV): 4.1
LUMO (eV): -5.3
ΔE to the lowest compared entry with this formula, charge and spin (kJ/mol): 883.7
HOMO level (eV): -9.454
Net charge: 0
Maximum force (hartree/bohr): 0.077

Each line ends with the Löwdin charge.
Element x y z (Å)
N1 1.414218 0.074922 0.966184  0.18
C1 1.306991 -0.785191 -0.222218  -0.27
N2 0.433018 -0.192971 -1.252989  0.28
H1 0.483046 0.130511 1.433279  0.08
H2 0.866243 -1.683584 0.202326  0.10
H3 2.296928 -0.907611 -0.650976  0.12
H4 0.535070 0.800821 -1.394500  0.06
H5 -1.468088 -3.192541 -0.677731  -0.03
H6 1.711692 1.064346 0.628586  0.11
O1 -1.448007 -2.251724 -0.575537  -0.22
H7 -2.243505 2.025669 -0.230170  0.07
H8 -0.456165 2.080378 -0.182544  0.00
O2 -1.393615 1.456196 -0.133364  -0.20
H9 -0.489835 -0.591229 -1.070716  0.05
H10 1.390591 3.152064 -0.961467  0.02
O3 0.838664 2.478069 -0.497017  -0.29
H11 -1.182809 -1.651028 0.791371  -0.02
H12 -1.663032 -0.955686 2.240899  0.07
O4 -0.931404 -1.051411 1.586585  -0.14

Cartesian forces (eV/Å) of the 6 atoms listed first:
N -1.0 2.7 -2.8
C 0.9 -0.3 0.4
N 0.0 -1.9 3.3
H 0.3 -0.3 -0.3
H 0.0 -0.4 -1.0
H 0.1 -0.3 0.1

=====

DFT (ωB97M-V/def2-TZVPD) results for C3HO3Yb as an isolated structure at a distorted geometry.

Gap between HOMO and LUMO (spin up / spin down) (eV): 9.4 / 6.7
⟨S²⟩: 0.7559
Spin multiplicity: 2
LUMO (spin up / spin down) (eV): -9.3 / -12.0
ΔE to the lowest compared entry with this formula, charge and spin (kJ/mol): 0.0
HOMO level (spin up / spin down) (eV): -18.737 / -18.736
Net charge: +2
Maximum force (hartree/bohr): 0.151

Each line ends with the Löwdin charge.
Element x y z (Å)
C1 1.011850 0.893522 0.894299  0.07
C2 0.241599 0.334638 0.145328  0.28
O1 1.863075 1.419854 1.697955  0.30
H1 2.627839 0.847991 1.864774  0.20
O2 -1.008592 0.178783 -1.563099  -0.05
C3 -0.531516 -0.651727 -0.702469  -0.54
O3 -1.362723 -1.478851 -0.212392  -0.08
Yb1 -2.841530 -1.544211 -2.124397  1.82

Cartesian forces (eV/Å) of the 6 atoms listed first:
C 3.8 1.9 2.9
C -0.7 -3.6 -1.8
O -2.7 -0.4 -1.3
H 0.7 -0.2 -0.1
O 1.4 -1.6 -1.8
C -5.5 4.8 2.5

=====

DFT (ωB97M-V/def2-TZVPD) results for a 2-piece molecular cluster, C9H11O3 overall at a distorted geometry.

Gap between HOMO and LUMO (eV): 7.8
LUMO (eV): 3.1
ΔE to the lowest compared entry with this formula, charge and spin (kJ/mol): 71.7
HOMO level (eV): -4.613
Net charge: -1
Maximum force (hartree/bohr): 0.027

Each line ends with the Löwdin charge.
Element x y z (Å)
C1 -3.021767 2.136765 0.886310  -0.04
C2 -3.748860 0.937091 1.506210  -0.74
O1 -3.055997 -0.085326 1.808611  -0.10
O2 -4.985703 1.024980 1.607097  -0.06
H1 -2.101893 2.331792 1.453526  0.06
H2 -3.644046 3.022850 0.842500  0.06
H3 -2.657944 1.763234 -0.072733  0.06
C3 3.874128 -0.894326 -0.871666  -0.08
C4 -0.355319 -0.690765 -0.325163  -0.34
C5 0.488508 -0.832750 0.770710  -0.02
C6 0.187201 -0.415890 -1.593829  -0.02
C7 1.842990 -1.063168 0.548677  -0.07
C8 1.557919 -0.266826 -1.710747  -0.07
C9 2.394203 -0.687436 -0.666055  -0.32
O3 -1.690572 -0.638400 -0.213947  0.00
H4 -2.026231 -0.487434 0.756870  0.05
H5 0.069839 -0.882615 1.770022  0.12
H6 -0.417196 -0.319793 -2.484338  0.11
H7 2.442348 -1.581243 1.295050  0.11
H8 2.070715 0.348637 -2.448065  0.10
H9 4.433288 -0.675070 0.042158  0.07
H10 4.259649 -0.170510 -1.594119  0.06
H11 4.084730 -1.873790 -1.307070  0.07

Cartesian forces (eV/Å) of the 6 atoms listed first:
C 0.9 -0.7 0.5
C -1.1 0.0 -0.1
O 0.5 0.0 0.1
O 0.3 0.1 0.2
H -0.2 0.1 0.0
H -0.1 0.0 -0.3

=====

DFT (ωB97M-V/def2-TZVPD) results for an isolated ion of composition C8H7N2S2 and charge +1 at a distorted geometry.

Gap between HOMO and LUMO (spin up / spin down) (eV): 4.3 / 5.0
SMILES: [S-]c1ccccc1[N+]1=C=[NH+]SC1
LUMO (spin up / spin down) (eV): -7.8 / -7.4
ΔE to the lowest compared entry with this formula, charge and spin (kJ/mol): 307.8
HOMO level (spin up / spin down) (eV): -12.108 / -12.385
Net charge: +1
Maximum force (hartree/bohr): 0.087

Each line ends with the Löwdin charge.
Element x y z (Å)
S1 -0.288088 -2.949625 0.684977  0.98
C1 -0.899086 -1.424839 0.324892  -0.56
C2 -2.331520 -1.355730 0.088945  -0.05
C3 -2.888968 -0.138851 -0.119826  -0.02
C4 -2.202586 1.050513 0.028843  0.05
C5 -0.840971 1.034086 -0.155959  0.03
C6 -0.173225 -0.162760 0.011003  -0.17
N1 1.216096 -0.094321 -0.053956  -0.11
C7 1.940649 -0.827324 -0.824429  -0.21
N2 3.194387 -0.587744 -0.836360  -0.17
S2 3.747216 0.773074 0.329244  0.90
C8 1.945261 1.022122 0.650210  -0.38
H1 -2.805523 -2.247062 0.067276  0.08
H2 -3.874528 -0.215078 -0.327795  0.10
H3 -2.676432 1.947787 0.012481  0.11
H4 -0.172146 1.954300 -0.342537  0.16
H5 3.814432 -0.738974 -1.592771  0.09
H6 1.592076 1.939716 0.263836  0.04
H7 1.702964 1.020713 1.791933  0.14

Cartesian forces (eV/Å) of the 6 atoms listed first:
S 0.2 2.0 -0.3
C 0.1 -1.0 -1.0
C 3.1 2.9 0.2
C 0.8 -1.8 1.2
C 1.8 -1.2 -1.5
C 1.7 1.2 1.0